This record from OMol25 describes 2 unconnected molecules or ions with the total composition C5H7OS in a non-equilibrium geometry. The level of theory is the ωB97M-V functional and the def2-TZVPD basis.

E_HOMO = -0.1054 hartree
lowest unoccupied orbital energy = 3.72 eV
relative energy (zero: lowest compared OMol25 entry of this formula, charge and spin) = 117.52 kJ/mol
largest force on an atom = 0.100 hartree/bohr
gap between HOMO and LUMO = 6.59 eV
M = 115.18 g/mol
DFT total energy = -668.115984 Eh

Geometry as ORCA input:
```
! RIJCOSX wB97M-V def2-TZVPD def2/J DEFGRID3
* xyz -1 1
C -1.419 1.631 -0.385
C -0.847 0.444 -0.335
C 1.821 0.251 -0.463
C 0.070 -1.576 0.628
C 0.106 -0.097 0.611
O 1.669 -0.097 -1.650
S 2.928 0.838 0.520
H -2.133 1.785 -1.357
H -1.561 2.538 0.230
H -0.985 -0.149 -1.236
H -0.924 -2.108 1.008
H 0.253 -1.868 -0.416
H 0.884 -2.027 1.234
H 0.140 0.435 1.611
*
```

These are the Mulliken partial charges, in e, on atoms 1 to 4: number 1, C, carries -0.7898; number 2, C, carries -0.0679; number 3, C, carries 0.4544; number 4, C, carries -1.1283